{"formula": "C4H7NO2", "method": "ωB97M-V with the def2-TZVPD basis set", "multiplicity": 1, "total_energy_ha": -361.715301, "species": ["C", "C", "C", "N", "C", "O", "O", "H", "H", "H", "H", "H", "H", "H"], "coordinates": [[0.697626, 0.903742, 1.263562], [0.801744, -0.107507, 0.140488], [-0.364485, -1.093223, 0.174743], [-1.454300, -0.373487, -0.622100], [-0.975350, 0.675578, -1.426367], [-1.429289, 1.179357, -2.404762], [0.709106, 0.553284, -1.114128], [-0.260561, 1.433535, 1.200204], [1.498378, 1.639784, 1.179706], [0.760842, 0.420154, 2.241179], [1.742408, -0.672171, 0.230672], [-0.750531, -1.361652, 1.159554], [-0.051840, -2.090210, -0.238653], [-0.923748, -1.107184, -1.784098]], "atomic_forces_ev_per_a": [[0.04, 0.18, 0.14], [-0.18, 0.27, 0.16], [-0.05, 0.11, -0.01], [1.74, -3.89, -4.15], [3.11, -1.77, -1.08], [0.99, 0.35, 2.35], [-2.34, 0.68, -0.45], [0.10, -0.04, 0.05], [-0.07, -0.02, 0.01], [0.01, 0.02, -0.02], [-0.11, 0.32, -0.40], [0.03, 0.58, 0.09], [-0.60, 1.02, -0.15], [-2.67, 2.19, 3.44]]}

{"formula": "C43H31Cl2F13N2O9STa", "method": "ωB97M-V with the def2-TZVPD basis set", "multiplicity": 1, "total_energy_ha": -5118.129396, "total_charge": -1, "species": ["Ta", "C", "C", "C", "C", "C", "N", "C", "C", "C", "C", "C", "C", "C", "C", "O", "C", "F", "F", "F", "C", "F", "F", "F", "C", "C", "C", "O", "C", "F", "F", "F", "C", "F", "F", "F", "H", "H", "H", "H", "H", "H", "H", "H", "H", "H", "H", "H", "C", "C", "C", "C", "C", "C", "C", "F", "C", "C", "C", "O", "C", "C", "N", "C", "C", "O", "O", "H", "H", "H", "H", "H", "H", "H", "H", "H", "H", "H", "O", "C", "O", "H", "Cl", "C", "Cl", "H", "H", "O", "C", "O", "C", "C", "C", "C", "S", "C", "C", "H", "H", "H", "H", "H"], "coordinates": [[1.524406, -0.249013, -1.108964], [-0.695809, -1.093358, 5.482797], [-0.412326, -0.669422, 4.069023], [-1.432163, 0.134252, 3.388823], [-1.298093, 0.557881, 2.135512], [-0.141284, 0.122104, 1.284416], [0.274570, 0.951988, 0.169061], [0.147965, 2.346513, 0.180464], [-0.407456, 3.034947, 1.277648], [-0.767167, 4.366491, 1.239795], [-0.551006, 5.140076, 0.110770], [-0.999032, 6.571419, 0.012491], [0.164637, 4.533978, -0.906267], [0.557644, 3.197997, -0.884885], [1.589988, 2.786100, -1.921812], [1.727768, 1.423567, -1.997252], [2.991390, 3.320405, -1.476432], [3.015788, 4.644290, -1.264136], [3.925935, 3.044503, -2.398899], [3.356600, 2.730298, -0.340186], [1.304921, 3.316999, -3.368768], [1.924748, 2.565642, -4.276424], [1.754330, 4.583049, -3.537727], [0.008274, 3.329801, -3.654393], [1.027711, -0.673426, 2.026879], [0.718155, -1.009684, 3.448155], [2.499832, -0.226146, 1.774237], [2.749463, 0.072729, 0.460158], [3.494679, -1.368817, 2.210900], [4.612229, -1.327270, 1.489799], [2.965330, -2.593511, 2.063938], [3.858735, -1.279112, 3.511089], [2.877616, 1.041529, 2.591959], [4.178459, 1.330223, 2.443899], [2.178508, 2.095090, 2.168353], [2.641479, 0.935646, 3.913418], [-1.143515, -0.276750, 6.053257], [0.215700, -1.406769, 5.990425], [-1.400333, -1.929465, 5.506539], [-2.327498, 0.389840, 3.947248], [-2.065798, 1.144812, 1.647694], [-0.543588, 2.519100, 2.211613], [-1.219282, 4.809475, 2.121384], [-1.420126, 6.911594, 0.959079], [-1.769046, 6.691570, -0.752376], [-0.169936, 7.233198, -0.246672], [0.461597, 5.145053, -1.749031], [1.462697, -1.582617, 3.989685], [-4.899510, -3.100032, 0.358244], [-4.573149, -1.704402, 0.871732], [-5.848228, -0.972018, 1.261380], [-5.521088, 0.397606, 1.826442], [-4.678841, 1.173154, 0.851948], [-4.672420, 2.553577, 0.867142], [-3.873694, 3.259994, -0.020104], [-3.911932, 4.609906, 0.028166], [-3.066647, 2.628619, -0.923123], [-3.063823, 1.232558, -0.957136], [-2.124470, 0.573247, -1.900173], [-1.453195, 1.227863, -2.681506], [-2.075514, -0.863627, -1.762633], [-2.926915, -1.500774, -0.926435], [-3.838381, -0.901601, -0.127588], [-3.872627, 0.497927, -0.082397], [-0.977541, -1.696589, -2.320047], [-1.114032, -2.850605, -2.647173], [0.199241, -1.088322, -2.284588], [-5.582697, -3.576527, 1.061818], [-4.025330, -3.741670, 0.273451], [-5.388634, -3.047675, -0.616155], [-3.937165, -1.789069, 1.762024], [-6.383924, -1.575624, 1.995407], [-6.487634, -0.876763, 0.378198], [-4.974621, 0.275750, 2.768194], [-6.429244, 0.956979, 2.056997], [-5.288639, 3.096233, 1.573851], [-2.415298, 3.169262, -1.596854], [-2.845658, -2.573524, -0.846131], [1.335546, -1.962614, -0.066298], [0.609896, -1.841857, 1.065882], [-0.613374, -1.143315, 0.737112], [0.392638, -2.803919, 1.534544], [3.319550, -0.039111, -7.280471], [2.732733, -0.949960, -5.866698], [1.120764, -0.461218, -5.365863], [3.409586, -0.769039, -5.039422], [2.710410, -1.997543, -6.141315], [5.248226, -7.295227, -0.694366], [4.007502, -6.807644, -0.962193], [3.069559, -7.555569, -0.943987], [3.920684, -5.354115, -1.282851], [4.925174, -4.444667, -0.957453], [4.796487, -3.106812, -1.286478], [3.660309, -2.652689, -1.952161], [3.541743, -0.940455, -2.393735], [2.645038, -3.558846, -2.263876], [2.773740, -4.892852, -1.925072], [5.902183, -6.604073, -0.848782], [5.805665, -4.748416, -0.399965], [5.564585, -2.397870, -1.008921], [1.741175, -3.205865, -2.746425], [1.984122, -5.596957, -2.150442]], "atomic_forces_ev_per_a": [[0.65, -0.35, 0.19], [0.01, -0.01, 0.02], [-0.01, -0.01, -0.01], [-0.01, -0.03, -0.01], [0.03, 0.11, 0.01], [-0.08, -0.12, -0.01], [-0.13, -0.14, -0.07], [0.05, 0.01, 0.03], [0.05, 0.02, -0.02], [-0.01, 0.01, 0.01], [0.00, -0.01, 0.02], [0.00, 0.01, 0.00], [0.00, 0.00, -0.02], [0.00, -0.01, 0.02], [0.06, -0.01, 0.02], [-0.13, -0.03, -0.08], [0.01, 0.00, 0.02], [-0.01, 0.02, 0.01], [-0.01, 0.00, -0.02], [0.00, 0.00, 0.00], [-0.02, -0.02, 0.03], [0.00, -0.01, 0.01], [0.01, 0.01, 0.00], [-0.06, -0.04, -0.02], [0.10, 0.05, -0.05], [-0.01, 0.04, 0.00], [0.00, 0.05, 0.07], [-0.13, 0.00, -0.08], [0.03, 0.00, -0.02], [0.00, 0.00, 0.04], [0.01, -0.02, 0.00], [-0.01, -0.02, -0.04], [-0.01, 0.02, -0.01], [0.00, 0.00, 0.00], [-0.04, 0.02, -0.03], [-0.02, -0.01, 0.01], [0.03, 0.01, 0.01], [0.00, -0.03, -0.01], [-0.03, 0.03, 0.00], [0.00, 0.00, 0.00], [0.03, -0.04, 0.05], [0.02, 0.03, 0.00], [0.00, 0.00, 0.00], [0.00, 0.00, 0.00], [-0.01, 0.00, 0.00], [0.00, -0.01, -0.01], [0.00, 0.00, 0.00], [0.00, -0.01, 0.00], [0.00, 0.00, 0.00], [0.01, 0.00, 0.01], [0.00, 0.00, 0.00], [0.00, 0.00, 0.00], [-0.03, 0.01, -0.05], [-0.01, -0.01, 0.02], [-0.01, 0.02, 0.00], [0.01, 0.00, 0.01], [-0.02, -0.03, 0.02], [-0.01, 0.02, -0.06], [0.11, 0.04, 0.14], [-0.04, 0.00, -0.08], [-0.17, 0.03, -0.17], [-0.02, -0.03, -0.01], [0.00, 0.01, -0.03], [-0.03, -0.05, 0.01], [0.12, -0.06, 0.39], [0.00, -0.02, -0.16], [0.05, 0.41, -0.11], [0.00, 0.00, 0.00], [0.00, 0.00, 0.00], [0.00, 0.00, 0.00], [0.01, 0.01, -0.01], [0.00, 0.00, 0.00], [0.00, 0.00, 0.00], [0.00, 0.00, 0.00], [0.00, 0.00, 0.00], [0.00, 0.00, 0.00], [0.02, 0.01, -0.02], [-0.01, 0.01, 0.00], [-0.16, 0.18, -0.04], [-0.14, 0.06, -0.02], [-0.07, -0.09, 0.19], [0.11, -0.01, 0.03], [-0.01, 0.00, -0.01], [0.04, -0.01, 0.00], [-0.06, 0.01, -0.05], [-0.02, 0.00, -0.03], [0.00, 0.00, 0.01], [0.00, 0.01, 0.00], [0.01, 0.00, -0.03], [-0.01, 0.00, 0.01], [0.00, -0.01, 0.02], [0.00, 0.01, -0.01], [0.00, -0.01, 0.00], [-0.04, -0.03, 0.01], [0.01, 0.06, -0.01], [-0.01, -0.02, -0.02], [0.02, 0.01, 0.00], [0.00, 0.00, 0.00], [0.00, 0.00, 0.00], [0.00, 0.00, 0.00], [0.02, -0.03, -0.01], [0.00, 0.00, 0.00]]}

{"formula": "C10H26BrF3O8SV", "method": "ωB97M-V with the def2-TZVPD basis set", "s2": 0.77, "multiplicity": 2, "total_energy_ha": -5214.463973, "species": ["O", "V", "Br", "C", "F", "F", "F", "S", "O", "O", "O", "C", "C", "C", "O", "H", "H", "H", "H", "H", "H", "H", "H", "C", "C", "O", "H", "H", "H", "H", "H", "H", "C", "C", "O", "H", "H", "H", "H", "H", "H", "C", "C", "O", "H", "H", "H", "H", "H", "H"], "coordinates": [[1.325787, -0.937180, 0.055529], [-0.197910, -0.950867, -0.360217], [-1.161264, -2.943018, 0.944637], [-4.565636, -1.011724, -0.691584], [-4.525859, -0.582805, 0.584558], [-4.314379, -2.316670, -0.718525], [-5.778087, -0.770281, -1.183209], [-3.355243, -0.090539, -1.698587], [-3.599024, -0.500798, -3.043569], [-3.563651, 1.286627, -1.356195], [-2.056366, -0.596054, -1.182565], [-2.166880, 1.293915, 2.966981], [-1.835173, 1.262098, 1.465596], [-1.616529, 2.640099, 0.907142], [-0.647662, 0.409190, 1.269920], [-2.841423, 2.122616, 3.186285], [-1.278754, 1.371621, 3.595709], [-2.687658, 0.376045, 3.247210], [-2.645261, 0.750030, 0.970212], [-0.888199, 3.194226, 1.510457], [-2.551480, 3.206260, 0.950276], [-1.294227, 2.630163, -0.131120], [0.091104, 0.760557, 1.807373], [3.380327, -1.055982, 2.736388], [3.013790, 0.325037, 2.229230], [1.688759, 0.693080, 2.632389], [4.353300, -1.377449, 2.366860], [2.606738, -1.760478, 2.434022], [3.432049, -1.044810, 3.828840], [3.035626, 0.358694, 1.144159], [3.721935, 1.073316, 2.604644], [1.714575, 0.921279, 3.566621], [1.859014, 2.470103, -1.155563], [1.413264, 1.314341, -2.015271], [0.131646, 0.801366, -1.629935], [1.173246, 3.314749, -1.206889], [2.831370, 2.817201, -1.525657], [1.992766, 2.166293, -0.117611], [2.114827, 0.488847, -1.937913], [1.358171, 1.620255, -3.063625], [-0.575016, 1.345959, -1.994698], [2.238665, -3.139783, -1.902266], [1.191897, -2.721929, -2.908827], [0.095151, -2.043152, -2.239394], [2.734330, -2.273250, -1.467382], [3.001489, -3.731036, -2.414573], [1.819066, -3.741557, -1.098288], [0.778053, -3.584961, -3.431939], [1.629777, -2.042239, -3.646425], [-0.581043, -1.797406, -2.883208]], "atomic_forces_ev_per_a": [[-0.99, -0.01, -0.52], [0.62, -0.39, 1.26], [0.52, 0.82, -0.61], [0.14, 0.02, 0.28], [-0.08, -0.25, -0.28], [-0.21, 0.18, 0.02], [-0.11, -0.16, 0.14], [0.22, 0.16, 0.01], [0.08, -0.16, -0.34], [0.07, 0.21, 0.02], [0.00, -0.01, -0.04], [-0.25, -0.36, -0.32], [0.42, -0.48, 0.85], [-0.02, 0.47, 0.03], [-0.82, 0.33, -0.47], [0.10, 0.05, -0.01], [0.08, 0.18, -0.09], [0.14, 0.00, 0.02], [0.02, 0.00, -0.31], [0.07, -0.10, -0.09], [0.04, -0.13, -0.04], [0.02, -0.09, -0.01], [0.22, -0.47, -0.22], [-0.24, 0.17, 0.20], [0.37, 0.01, 0.15], [0.03, 0.28, 0.07], [-0.01, 0.01, -0.11], [0.09, -0.10, -0.05], [-0.02, -0.07, -0.03], [-0.13, -0.02, -0.02], [-0.04, -0.02, -0.07], [-0.05, -0.07, 0.01], [0.41, 0.10, -0.01], [0.09, 0.24, -0.23], [0.08, -0.12, 0.00], [-0.10, -0.03, 0.03], [-0.12, -0.02, 0.07], [-0.14, 0.00, 0.03], [-0.04, -0.12, 0.03], [0.00, -0.08, 0.02], [-0.17, -0.14, 0.15], [0.14, 0.02, -0.12], [0.03, 0.06, 0.21], [0.03, 0.14, 0.18], [-0.07, -0.02, 0.05], [-0.08, -0.01, -0.01], [-0.11, 0.02, 0.00], [-0.04, 0.01, 0.05], [-0.10, 0.00, 0.02], [-0.11, -0.04, 0.12]]}

{"formula": "C4H3N3", "method": "ωB97M-V with the def2-TZVPD basis set", "s2": 2.05, "multiplicity": 3, "total_energy_ha": -318.318071, "species": ["C", "C", "C", "C", "N", "N", "N", "H", "H", "H"], "coordinates": [[2.174190, 0.063196, -0.027026], [-0.190307, 0.750002, 0.020367], [-1.565663, 0.332424, 0.042532], [0.809308, -0.153310, 0.074647], [3.286673, 0.293854, -0.199061], [-1.646025, -0.943931, -0.007064], [-0.996634, -1.881042, -0.104245], [-0.021780, 1.806562, -0.095250], [-2.429938, 0.958836, 0.096582], [0.580175, -1.226592, 0.198522]], "atomic_forces_ev_per_a": [[0.71, 1.26, -0.36], [-1.25, 1.52, -0.16], [3.87, 3.07, 0.24], [-0.01, -1.21, 0.47], [0.51, -0.15, 0.09], [-6.37, -1.18, 0.09], [2.20, -4.59, -0.40], [0.44, 0.30, 0.07], [-0.28, 0.17, -0.01], [0.18, 0.81, -0.03]]}

{"formula": "C11H15NNiP", "method": "ωB97M-V with the def2-TZVPD basis set", "s2": 2.04, "multiplicity": 3, "total_energy_ha": -2332.318035, "total_charge": -1, "species": ["C", "C", "C", "C", "C", "Ni", "P", "H", "H", "H", "H", "H", "H", "H", "H", "C", "C", "C", "C", "N", "C", "C", "H", "H", "H", "H", "H", "H", "H"], "coordinates": [[1.448931, 0.643620, -2.622823], [0.292671, 0.714190, -3.573741], [-0.500838, -0.452245, -3.413109], [0.094584, -1.243777, -2.351450], [1.324840, -0.618860, -2.029491], [-0.510621, 0.309947, -1.631843], [0.490966, 2.342153, -1.594834], [2.426706, 1.095925, -2.633371], [0.207648, 1.403076, -4.424518], [-1.401154, -0.727536, -3.969447], [2.170142, -1.137758, -1.528046], [-0.331550, -2.175003, -2.011500], [-0.719149, 1.766978, -0.952312], [-0.100262, 3.411230, -2.366466], [1.506739, 2.810379, -0.643608], [-0.421066, -0.843847, 4.547954], [-0.454007, -0.656233, 3.046287], [0.580102, 0.024949, 2.404383], [0.550369, 0.161784, 1.032356], [-0.521509, -0.200350, 0.296758], [-1.505848, -0.933771, 0.888049], [-1.522299, -1.120825, 2.265875], [0.545045, -1.264157, 4.872628], [-0.555079, 0.107472, 5.092588], [-1.216778, -1.527900, 4.870363], [1.417518, 0.445811, 2.948551], [1.352786, 0.644592, 0.495861], [-2.291309, -1.339826, 0.252029], [-2.357573, -1.640008, 2.732872]], "atomic_forces_ev_per_a": [[0.08, -3.48, -3.07], [1.09, -0.45, -1.08], [-0.06, -1.15, -0.38], [-0.24, -2.23, -2.64], [2.50, -1.29, 0.28], [-1.39, 2.57, 2.65], [0.15, 3.11, 0.96], [-0.14, 0.42, -0.25], [-0.13, 0.00, 0.77], [0.44, 0.25, 0.14], [-0.91, 0.72, 0.17], [0.40, -0.18, 0.06], [-0.04, 1.19, 0.55], [0.17, 0.08, 1.09], [-1.38, 0.47, 0.08], [-0.04, 0.10, -0.34], [-0.63, -0.19, 1.80], [0.84, 0.34, -1.49], [0.02, 0.37, 1.56], [-0.53, -0.16, -1.38], [-0.52, -0.32, 1.75], [-0.18, -0.20, -1.32], [-0.16, 0.04, 0.03], [0.01, -0.17, 0.00], [0.14, 0.10, 0.00], [0.11, -0.17, 0.08], [0.17, 0.09, 0.01], [0.13, 0.21, 0.08], [0.12, -0.08, -0.10]]}

{"formula": "C6H12N2", "method": "ωB97M-V with the def2-TZVPD basis set", "multiplicity": 1, "total_energy_ha": -345.172802, "species": ["C", "N", "C", "C", "H", "H", "H", "H", "H", "H", "H", "C", "C", "C", "N", "H", "H", "H", "H", "H"], "coordinates": [[-1.867971, -0.956096, 0.556738], [-1.193819, 1.731739, -0.574038], [-0.276301, 1.138388, 0.372494], [-0.497839, -0.334882, 0.628219], [-2.155258, 1.610699, -0.282634], [-0.983794, 2.715333, -0.697468], [-0.139679, 1.734781, 1.278718], [0.084300, -0.681300, 1.480696], [-2.405852, -0.671975, -0.350766], [-1.775546, -2.047055, 0.559669], [-2.483551, -0.670461, 1.419015], [0.519058, -0.738168, -0.819103], [2.181655, 1.036238, 0.232329], [1.372555, -1.786753, -0.924964], [1.035342, 0.946351, -0.352320], [-0.152198, -0.541169, -1.651312], [2.289686, 1.270820, 1.289690], [3.097590, 0.754513, -0.278713], [1.269004, -2.485860, -1.744234], [2.082615, -2.025144, -0.142014]], "atomic_forces_ev_per_a": [[-0.02, -0.07, -0.04], [0.11, -0.22, 0.08], [1.04, 0.09, 0.09], [1.97, -0.17, -2.44], [0.05, 0.13, 0.03], [-0.18, -0.09, 0.01], [0.17, 0.09, 0.10], [0.02, 0.12, 0.01], [0.09, -0.01, 0.01], [-0.01, 0.16, -0.01], [0.10, -0.03, -0.08], [-2.80, -2.21, 0.96], [-1.22, 0.33, 0.21], [-0.43, 0.41, 0.33], [1.01, 1.23, 1.15], [0.11, -0.12, -0.06], [-0.11, 0.41, 0.03], [-0.27, -0.25, -0.25], [0.40, 0.33, -0.28], [-0.06, -0.14, 0.14]]}